Below is C27H10F15GeIN3O3PmS as an isolated structure at a distorted geometry, with properties calculated with ωB97M-V/def2-TZVPD.

The geometry in XYZ format:
```
62
Properties=species:S:1:pos:R:3:forces:R:3:mulliken_spin:R:1
N 0.518 3.976 -5.688 -0.694 2.048 -0.957 0.00
H 1.689 3.263 -4.106 -0.219 0.023 -0.398 0.00
H 0.271 3.263 -0.527 0.118 -0.289 -0.056 0.00
C -2.264 1.155 -5.119 0.199 -0.919 0.631 0.00
C 0.119 -4.270 -1.135 -0.636 0.440 -0.789 0.00
F 2.799 -1.057 3.514 -0.255 0.065 -0.402 0.00
H 1.725 2.208 -5.542 0.327 0.284 -0.245 0.00
C 2.078 0.045 0.092 0.856 -0.829 0.943 0.00
O -3.136 0.423 -2.947 1.426 0.214 -0.690 0.00
Ge 0.030 -1.171 1.800 -1.534 0.107 0.005 0.00
C 3.377 0.379 -0.230 0.935 1.605 -3.007 0.00
C -0.035 2.048 -4.465 -1.332 1.185 2.020 0.00
O 0.129 1.642 -3.219 -0.173 -1.499 0.203 -0.01
C -2.973 3.013 -1.155 -0.277 -0.273 2.923 0.00
H 1.110 4.682 -6.074 0.293 0.039 -0.286 0.00
F 0.233 -6.626 -1.132 0.376 0.859 0.660 0.00
H -3.166 1.741 -5.195 -0.456 0.136 0.429 0.00
C -0.258 -1.236 3.749 0.694 -0.835 -0.452 0.00
F 0.876 0.824 4.139 -0.421 -1.210 0.514 0.00
F -0.498 -1.997 -1.111 0.439 -1.134 -0.111 0.00
F 0.153 -4.180 -2.478 -0.336 -0.426 0.870 0.00
C -0.699 -2.758 5.570 -0.011 -1.605 3.701 0.00
C -2.704 3.687 1.158 -0.101 0.222 -0.624 0.00
I -5.649 3.622 0.355 0.647 -0.246 -0.144 0.00
Pm -1.127 0.280 -1.745 0.562 1.184 0.047 4.03
C -0.138 -3.127 -0.392 0.214 0.844 -0.078 0.00
C 4.248 -0.221 1.919 0.038 -0.823 0.398 0.00
C -2.295 0.230 -3.906 -0.486 -1.842 -0.467 0.00
C 0.037 -2.999 0.961 1.274 -1.246 0.589 0.00
H -3.205 3.725 2.134 0.840 0.776 -0.185 0.00
C 4.489 0.185 0.606 -0.901 0.379 0.311 0.00
H -2.341 0.462 -5.995 0.762 0.604 0.264 0.00
C 0.488 -5.414 0.928 1.180 -0.752 1.259 0.00
C -0.815 -2.417 4.287 -0.522 1.531 -1.644 0.00
H -3.524 2.852 -2.079 0.037 -0.361 0.284 0.00
C -0.774 3.267 -0.267 -3.443 0.814 1.157 0.00
F 0.125 -2.125 7.819 -0.217 -0.083 -1.878 0.00
H -0.721 4.693 1.380 -0.487 -1.163 0.167 0.00
N -1.687 2.687 -1.092 1.261 0.283 -2.060 -0.01
C 0.507 -4.200 1.577 -1.210 2.237 1.336 0.00
S -1.723 -0.141 1.036 0.473 0.228 -0.180 -0.01
C 0.267 -5.460 -0.455 0.196 -0.920 -0.272 0.00
H -0.284 3.741 -6.263 0.366 -0.191 0.243 0.00
O -1.395 -0.736 -3.762 -1.919 2.292 -0.291 -0.01
F 1.031 0.262 6.787 -0.508 -1.319 -0.692 0.00
C -1.333 3.937 0.838 0.680 0.011 0.248 0.00
F 5.256 -0.464 2.800 -0.946 0.510 -1.090 0.00
F -1.628 -3.129 3.502 0.239 -0.339 -0.143 0.00
F 0.802 -4.084 2.943 -0.086 -0.833 -2.295 0.00
C 1.832 -0.488 1.354 0.735 0.184 1.173 0.00
N -1.149 2.059 -5.108 0.969 -0.718 -1.996 0.00
F 5.719 0.453 0.204 -0.240 0.063 -0.115 0.00
C 2.940 -0.549 2.286 -0.711 0.014 -1.597 0.00
C 0.356 -0.356 4.598 0.096 -0.074 0.517 0.00
F -1.339 -3.909 6.040 1.175 1.933 -0.589 0.00
C 0.032 -1.910 6.474 -0.597 0.516 -0.071 0.00
C -3.564 3.382 0.110 0.552 0.047 -1.459 0.00
F 0.892 -6.493 1.659 -0.717 0.618 -1.139 0.00
F 1.127 0.092 -0.917 1.354 0.155 1.251 0.00
C 0.483 -0.692 5.961 0.481 1.142 0.697 0.00
F 3.575 0.991 -1.495 -0.060 -1.358 2.356 0.00
C 1.109 2.939 -4.987 -0.297 -2.306 1.205 0.00
```
Positions in Å, forces in eV/Å.

frontier orbital gap (alpha / beta): 7.2 / 7.2 eV
LUMO (alpha / beta): -0.85 / -0.84 eV
multiplicity: 5
maximum force: 4.03 eV/A
calculated total energy: -6303.99388 hartree
total charge: 0
<S²>: 6.00

***

Below is C27H16AlCl5IN3O3 as an isolated structure, with properties calculated with ωB97M-V/def2-TZVPD.

The geometry in XYZ format:
```
56
Properties=species:S:1:pos:R:3:forces:R:3:lowdin_charge:R:1
Cl 0.423 -7.034 -2.107 0.004 -0.011 0.012 0.69
H -1.464 5.109 -0.803 -0.005 -0.013 0.002 0.09
C 1.029 -4.969 -0.474 -0.005 0.017 -0.033 -0.71
C -5.976 -0.566 2.312 -0.017 -0.001 0.075 -0.08
C 1.324 3.777 -3.113 -0.008 -0.036 0.064 -0.01
C 3.348 -0.478 -0.844 0.084 -0.102 -0.019 -0.07
C 4.880 0.219 0.846 -0.053 0.000 0.041 -0.03
H 0.383 0.477 3.949 0.007 0.002 -0.002 0.07
O 0.291 0.696 -1.517 -0.319 0.194 -0.023 0.02
H -2.874 -0.356 3.656 0.006 -0.009 0.013 0.11
H -6.403 -0.682 0.216 0.014 0.002 -0.013 0.10
H 3.115 -0.782 -1.855 0.005 -0.015 0.022 0.13
Cl 1.776 -3.181 1.378 -0.078 0.040 -0.090 0.72
C -0.683 4.732 -1.448 -0.027 0.108 -0.014 -0.14
C 0.416 -2.632 -0.916 0.083 -0.143 -0.021 -0.18
O -1.611 -0.688 -0.079 0.340 -0.012 -0.032 0.01
H -7.018 -0.604 2.602 0.000 0.000 -0.004 0.10
I -0.517 7.607 -2.347 -0.042 0.163 0.004 0.87
C -1.885 -0.439 1.153 -0.247 0.165 -0.050 -0.36
O 2.016 1.060 -2.880 -0.025 0.024 -0.065 0.08
Cl 1.781 -6.137 0.540 0.013 0.009 0.006 0.68
H -5.259 -0.447 4.333 -0.011 0.003 0.003 0.10
H -0.883 2.709 -0.780 0.033 -0.029 -0.011 0.12
C 1.054 1.459 -2.255 0.065 -0.117 0.077 -0.50
C 4.651 -0.191 -0.452 -0.025 -0.022 -0.044 -0.02
Cl -0.974 -1.941 -3.115 0.046 0.050 0.103 0.74
C 1.380 0.495 3.522 -0.050 -0.006 0.024 0.00
C -4.989 -0.476 3.286 0.025 0.007 -0.037 -0.08
C -5.630 -0.611 0.970 -0.027 0.007 -0.042 -0.07
C 1.320 0.122 2.084 0.121 0.006 -0.112 -0.23
H 3.950 0.658 2.743 -0.007 0.004 0.010 0.11
C -0.206 -4.434 -2.470 0.099 -0.060 0.128 -0.70
C 0.655 2.905 -2.260 0.056 -0.025 -0.108 -0.12
C 0.417 -5.377 -1.654 -0.054 0.014 -0.074 -0.70
N 0.251 -0.168 1.444 -0.233 0.120 0.297 0.04
H 1.809 1.491 3.643 0.000 0.013 -0.014 0.10
C -0.013 5.593 -2.307 0.068 -0.240 0.003 -0.75
H 5.882 0.448 1.182 0.006 0.003 -0.002 0.11
H -4.013 -0.612 -0.449 0.027 0.001 0.004 0.12
C -3.308 -0.475 1.565 0.169 -0.028 0.145 -0.14
Al 0.227 -0.691 -0.454 0.216 -0.083 0.099 0.11
Cl -0.974 -4.932 -3.922 -0.012 0.021 -0.024 0.69
C 2.543 0.032 1.253 -0.092 0.029 0.071 -0.22
C -0.350 3.387 -1.432 -0.068 0.005 0.019 -0.01
C -0.188 -3.099 -2.078 -0.157 0.096 -0.316 -0.65
N -0.978 -0.125 2.058 0.131 -0.127 -0.087 0.13
H 5.455 -0.290 -1.166 0.013 0.007 0.011 0.12
H 2.020 -0.209 4.057 -0.007 -0.003 0.012 0.10
H 2.107 3.381 -3.745 -0.005 0.015 -0.020 0.12
C -4.297 -0.568 0.593 -0.065 -0.044 -0.029 -0.01
C 0.991 5.121 -3.144 0.000 0.034 -0.008 -0.15
H 1.506 5.795 -3.814 0.001 0.004 0.004 0.09
C 3.805 0.337 1.722 0.051 -0.035 -0.099 0.01
C -3.656 -0.428 2.915 -0.017 0.024 -0.060 -0.03
N 2.326 -0.373 -0.008 -0.122 0.016 -0.007 0.09
C 1.015 -3.615 -0.137 0.094 -0.040 0.210 -0.63
```
Positions in Å, forces in eV/Å.

frontier orbital gap: 7.8 eV
LUMO: -1.00 eV
maximum force: 0.40 eV/A
calculated total energy: -4269.80469 hartree
total charge: 0

***

Below is C27H17Br2EuF10N4O as an isolated structure at a distorted geometry, with properties calculated with ωB97M-V/def2-TZVPD.

The geometry in XYZ format:
```
62
Properties=species:S:1:pos:R:3:forces:R:3:mulliken_spin:R:1
F -1.064 -6.106 3.360 -0.025 -0.250 0.170 0.00
H 2.399 -5.957 0.847 -0.040 -0.052 -0.009 0.00
Br 5.494 -0.012 1.472 0.083 -0.102 -0.017 0.00
N -1.487 1.211 -0.335 -0.668 0.442 -0.455 0.01
F 5.156 3.405 3.696 0.303 0.106 0.206 0.00
C 0.724 -3.559 -0.877 0.187 0.389 0.119 0.03
C 0.166 3.068 -0.439 0.093 -0.217 0.328 0.00
C 1.879 2.554 1.182 0.111 0.294 0.169 -0.02
C 4.100 3.138 2.918 -0.501 0.015 -0.365 0.00
H -1.800 3.047 -1.366 -0.024 -0.021 -0.153 0.00
H -3.258 0.748 -1.428 -0.014 0.022 -0.126 0.00
H -1.617 2.412 1.379 0.049 -0.023 0.016 0.00
C 4.041 -3.883 1.632 0.238 0.159 0.076 0.02
H -0.160 -3.968 -2.762 -0.018 -0.067 -0.178 0.00
H 5.688 -2.785 2.424 0.033 -0.018 0.011 0.00
F -3.621 -3.405 0.468 -0.071 -0.097 -0.006 0.00
H 0.819 3.502 -1.209 -0.216 0.038 0.063 0.00
H -0.396 -2.306 -2.176 -0.061 -0.141 0.028 0.00
C -2.489 -3.530 1.205 0.331 0.107 0.095 0.00
Eu 0.678 -0.213 0.413 -3.176 0.499 -0.774 6.88
F 1.544 0.555 2.456 1.197 1.400 0.886 0.01
C 2.885 -3.861 0.828 -0.132 0.378 -0.017 0.00
F 0.825 -4.092 3.561 -0.028 -0.147 0.043 0.00
C 2.309 1.721 2.247 -0.412 -0.434 0.089 0.02
C 3.196 -1.387 0.557 0.528 0.421 -0.351 -0.03
F -3.303 -5.631 1.854 -0.094 -0.150 -0.007 0.00
N -1.456 -1.375 0.476 -0.985 -0.358 -0.166 0.02
F 4.364 5.184 1.779 0.143 0.155 -0.011 0.00
C 4.784 -2.745 1.834 -0.108 -0.364 0.035 -0.01
H -2.549 0.912 1.455 0.040 -0.048 0.037 0.00
C -2.310 0.284 -1.118 0.242 -0.274 0.384 0.01
C -0.994 2.331 -1.149 0.401 -0.126 0.318 0.00
C 3.372 1.966 3.086 -0.364 0.119 -0.260 0.00
C -0.362 -3.358 -1.885 -0.014 0.042 0.008 0.00
C -1.503 -2.499 1.189 -0.176 -0.209 0.038 -0.01
C -2.615 -1.000 -0.327 0.295 -0.012 0.238 0.00
C 1.070 -4.842 -0.406 0.206 0.028 0.158 -0.01
C 2.617 3.768 1.105 -0.022 -0.431 0.229 0.00
C -1.220 -4.944 2.712 -0.161 0.432 -0.279 0.00
C 2.119 -4.987 0.461 -0.141 0.037 -0.159 0.03
C -0.258 -3.944 2.795 -0.122 0.279 -0.219 0.00
N 0.862 2.127 0.428 -0.007 1.367 -0.280 0.01
C -2.345 -4.699 1.926 0.486 0.049 0.219 0.00
F 3.673 1.097 4.055 0.097 0.095 0.020 0.00
H 0.510 -5.706 -0.730 -0.110 -0.050 -0.042 0.00
C 4.386 -1.534 1.278 -0.207 0.194 -0.025 0.02
F 0.545 -1.781 2.208 -0.993 -1.506 0.748 0.01
C -0.429 -2.784 2.073 0.466 0.489 0.105 0.00
H -1.748 0.016 -2.022 -0.022 0.106 0.078 -0.01
O 2.772 -0.271 0.065 3.204 -0.659 -0.403 -0.01
Br 4.618 -5.510 2.426 0.045 -0.046 0.025 0.00
N 1.364 -2.475 -0.481 0.435 -1.002 -0.486 0.01
H -2.886 -1.779 -1.050 -0.126 0.108 -0.037 0.00
C 3.694 4.035 1.928 -0.090 -0.474 0.308 0.00
H -0.230 3.900 0.162 -0.049 0.073 -0.180 0.00
H -3.146 2.272 0.483 -0.078 0.052 -0.106 0.00
C 2.462 -2.606 0.317 0.069 -0.447 -0.099 0.01
C -2.246 1.732 0.807 0.301 -0.213 -0.083 0.01
H -1.329 -3.655 -1.490 -0.210 -0.023 0.071 0.00
H -3.487 -0.847 0.320 -0.149 0.062 -0.114 0.00
H -0.626 1.930 -2.101 -0.104 -0.064 0.097 0.00
F 2.293 4.699 0.176 0.134 0.069 -0.008 0.00
```
Positions in Å, forces in eV/Å.

frontier orbital gap (alpha / beta): 5.1 / 6.9 eV
LUMO (alpha / beta): 2.43 / 2.41 eV
multiplicity: 8
maximum force: 3.31 eV/A
calculated total energy: -8190.43248 hartree
total charge: -1
<S²>: 15.76

***

Below is C27H17CrF2N12O3 as an isolated structure at a distorted geometry, with properties calculated with ωB97M-V/def2-TZVPD.

The geometry in XYZ format:
```
62
Properties=species:S:1:pos:R:3:forces:R:3:mulliken_spin:R:1
C 0.427 -4.645 -0.128 -0.056 -0.131 -0.027 0.00
N -2.373 1.494 2.657 0.049 -0.005 -0.116 0.00
C -4.015 -2.683 0.469 0.040 0.041 0.151 0.01
H 4.351 4.948 -0.969 -0.006 -0.006 0.001 0.00
H -5.076 -3.750 -1.059 0.008 -0.009 -0.031 0.00
C 2.250 4.881 -0.440 0.131 -0.020 -0.021 0.00
C 1.253 2.673 -0.171 0.143 -0.051 -0.003 0.00
C 2.526 2.114 -0.474 -0.096 -0.059 0.005 0.02
C 0.619 -6.016 -0.213 -0.008 0.024 0.010 0.00
N -2.230 1.334 0.261 0.192 -0.198 -0.258 -0.04
N 0.429 -0.545 2.869 -0.162 0.088 0.168 0.01
O 3.888 -3.486 -0.242 0.019 0.497 0.121 0.00
C -1.255 0.750 2.982 -0.197 0.130 -0.047 0.01
C 1.914 -6.514 -0.306 -0.074 -0.005 -0.005 0.00
N -3.768 2.643 1.118 -0.087 0.036 -0.175 0.00
O 0.018 -1.907 0.035 0.204 -0.869 0.032 0.03
H 4.570 2.480 -0.982 -0.041 0.001 0.012 0.00
O 0.217 1.969 0.101 0.075 -0.045 -0.072 -0.04
C -3.017 -1.749 0.680 0.026 0.081 0.182 0.01
C -2.761 1.823 1.368 0.055 -0.059 0.372 0.01
C 1.160 4.091 -0.160 0.012 -0.030 0.014 0.01
C -1.008 -0.302 -4.836 -0.051 -0.001 -0.055 0.02
F 0.728 1.230 -5.181 0.034 0.020 -0.025 0.00
C -2.583 -1.514 -1.572 0.080 0.115 -0.475 0.03
H -0.567 -4.218 -0.060 0.024 -0.002 0.009 0.00
C -4.299 -3.027 -0.838 0.021 0.027 -0.255 0.00
H 0.196 4.523 0.078 0.002 -0.031 -0.012 0.00
N 2.233 -1.488 -0.262 0.122 0.232 0.059 0.00
C 3.498 4.318 -0.748 -0.070 0.087 0.017 0.01
Cr -0.502 0.114 -0.009 -0.893 1.834 0.542 3.12
H -1.120 -0.446 -5.901 -0.008 0.001 0.019 0.00
C 2.805 -4.272 -0.235 -0.152 -0.123 0.075 0.00
H -2.741 -1.436 1.681 0.029 0.002 -0.022 0.00
N -0.828 0.605 4.222 0.132 -0.117 0.112 0.00
H 4.012 -6.029 -0.380 -0.016 0.033 -0.001 0.00
C 3.612 2.943 -0.756 0.070 0.032 -0.020 0.00
C -0.724 0.058 -2.054 -0.047 -0.205 -0.199 -0.12
H -4.540 -3.127 1.304 0.009 0.041 0.007 0.00
C -0.068 0.557 -4.307 -0.020 -0.025 -0.034 -0.02
N -2.948 1.878 -0.745 -0.185 0.118 0.197 0.02
C 2.714 0.680 -0.459 0.390 0.309 -0.045 0.02
C 1.211 -2.295 -0.102 -0.146 -0.019 -0.045 0.02
C 0.092 0.743 -2.954 -0.003 0.040 0.200 0.01
H 0.858 1.428 -2.607 -0.022 -0.019 0.001 0.01
C -1.813 -0.967 -3.935 -0.007 -0.021 -0.128 -0.02
H 2.083 -7.584 -0.377 -0.006 0.000 0.012 0.00
F -2.738 -1.808 -4.490 -0.021 -0.006 -0.039 0.00
N -0.525 0.061 2.115 0.172 -0.164 -0.224 -0.04
H -0.230 -6.688 -0.210 0.003 0.005 0.007 0.00
N -2.335 -1.187 -0.307 0.150 -0.446 0.222 -0.06
H 3.545 -2.533 -0.169 0.050 -0.309 -0.237 0.00
H -3.796 -2.697 -2.894 -0.013 -0.024 0.028 0.00
N 1.793 -0.165 -0.243 0.017 -0.849 0.023 -0.01
H 3.720 0.291 -0.640 0.029 0.111 0.006 0.00
H 2.142 5.960 -0.416 -0.005 0.000 -0.019 0.00
H -2.750 2.067 3.390 -0.003 0.017 0.006 0.00
C -1.712 -0.819 -2.561 -0.063 -0.019 0.237 -0.03
C 2.997 -5.655 -0.313 0.012 0.060 0.000 0.00
C 1.496 -3.760 -0.142 0.145 0.061 -0.040 0.00
N -3.852 2.649 -0.232 0.180 -0.111 -0.007 0.00
N 0.241 -0.222 4.102 -0.042 0.035 -0.150 0.01
C -3.586 -2.440 -1.869 -0.123 -0.101 -0.061 0.00
```
Positions in Å, forces in eV/Å.

frontier orbital gap (alpha / beta): 6.8 / 6.9 eV
LUMO (alpha / beta): 4.51 / 4.52 eV
multiplicity: 4
maximum force: 2.11 eV/A
calculated total energy: -3166.25324 hartree
total charge: -2
<S²>: 3.78